Record 1
47
Properties=species:S:1:pos:R:3:forces:R:3 method="wB97M-V/def2-TZVPD" homo_energy_ha="-0.279 / -0.281" s2=8.7618 max_force_ev_per_a=1.69 total_energy_ha=-3579.11163 spin_multiplicity=6 e_lumo_ev="-1.209 / -1.437"
Mn 1.505 -1.561 -0.783 -0.215 0.982 -0.569
O -2.949 -1.756 -1.580 0.337 0.103 -0.123
C -3.271 -2.090 -0.321 0.017 -0.019 0.205
C -4.630 -2.152 -0.015 -0.048 0.000 0.039
C -5.040 -2.485 1.257 -0.047 -0.033 0.070
C -4.112 -2.770 2.260 -0.074 0.016 -0.014
C -2.770 -2.719 1.962 0.010 -0.022 -0.013
C -2.323 -2.384 0.678 -0.001 -0.059 0.014
C -0.880 -2.360 0.403 0.034 -0.115 0.201
O -0.467 -1.762 -0.675 -0.698 -0.382 0.167
N -0.066 -2.978 1.261 -0.170 0.512 -0.222
N 1.215 -2.749 0.858 -1.471 0.143 -0.015
C 2.151 -3.508 1.196 1.425 -0.854 0.335
C 3.435 -3.308 0.472 -0.411 -0.205 0.488
C 4.602 -3.931 0.848 0.377 -0.275 0.240
C 5.747 -3.744 0.087 0.023 -0.210 0.267
C 5.694 -2.925 -1.020 0.018 0.161 -0.203
C 4.488 -2.322 -1.329 -0.045 0.090 0.020
N 3.381 -2.520 -0.612 0.435 -0.251 -0.312
H -1.979 -1.623 -1.608 -0.150 -0.020 -0.009
H -5.341 -1.918 -0.799 0.035 -0.022 0.031
H -6.100 -2.520 1.479 0.022 -0.002 -0.001
H -4.442 -3.025 3.259 0.003 0.015 -0.033
H -2.026 -2.935 2.718 -0.027 -0.005 -0.042
H 1.995 -4.313 1.911 0.184 -0.062 -0.048
H 4.604 -4.556 1.731 0.057 0.000 -0.037
H 6.673 -4.235 0.360 -0.046 0.015 0.025
H 6.564 -2.751 -1.640 -0.065 0.009 0.026
H 4.393 -1.647 -2.169 -0.004 0.015 -0.051
S 2.318 5.927 0.168 0.082 0.002 0.016
C 1.895 4.435 -0.400 -0.295 -0.151 -0.002
S 3.078 3.209 -0.723 0.340 -0.149 0.012
C 1.834 2.061 -1.108 -0.114 -0.150 0.148
N 0.651 2.541 -1.039 -0.237 0.403 0.075
N 0.677 3.878 -0.662 -0.227 -0.082 -0.075
C -0.610 4.511 -0.558 0.126 -0.139 0.028
C -0.744 5.885 -0.683 -0.045 0.170 -0.122
C -2.002 6.461 -0.561 0.029 0.035 -0.011
C -3.124 5.683 -0.329 0.026 -0.069 0.020
C -2.984 4.304 -0.240 0.017 -0.006 -0.010
C -1.735 3.714 -0.352 0.060 -0.025 0.061
S 2.248 0.440 -1.577 0.757 0.705 -0.604
H 0.118 6.504 -0.879 -0.100 -0.067 0.040
H -2.095 7.537 -0.656 -0.001 -0.042 0.008
H -4.098 6.144 -0.219 0.022 -0.021 -0.038
H -3.852 3.674 -0.082 0.048 0.037 0.014
H -1.626 2.641 -0.289 0.003 0.024 0.003

Record 2
40
Properties=species:S:1:pos:R:3:forces:R:3 method="wB97M-V/def2-TZVPD" homo_energy_ha=-0.096 charge=-1 max_force_ev_per_a=4.35 total_energy_ha=-1069.20429 e_lumo_ev=0.697
C -4.983 -1.673 -0.385 -0.527 -0.052 0.014
C -4.350 -2.864 -0.095 0.025 -0.022 -0.018
C -2.974 -2.948 -0.106 0.193 0.087 0.113
C -2.182 -1.824 -0.403 0.270 0.116 0.529
C -0.726 -1.814 -0.402 1.112 1.220 -0.100
N -0.100 -0.607 -0.406 -1.607 -0.125 0.131
C 1.061 -0.339 -0.975 -1.069 -2.750 -0.171
C 1.690 0.854 -0.875 1.594 4.037 0.328
N 2.251 1.892 -0.808 -0.770 -1.704 -0.097
C 0.046 -3.049 -0.439 -0.049 -0.333 -0.645
C -0.411 -4.187 -1.123 0.155 0.362 0.024
C 0.364 -5.321 -1.200 0.116 -0.299 0.069
C 1.594 -5.373 -0.571 0.249 -0.305 -0.204
C 2.056 -4.273 0.131 -0.054 -0.017 0.050
C 1.294 -3.130 0.192 -0.211 0.022 0.079
C -2.854 -0.635 -0.698 0.011 0.154 -0.088
C -4.226 -0.562 -0.695 -0.048 0.050 0.084
H -6.058 -1.614 -0.347 -0.215 0.023 -0.090
H -4.943 -3.729 0.150 -0.077 -0.254 0.096
H -2.512 -3.881 0.168 0.107 -0.126 0.051
H 1.461 -1.053 -1.678 0.622 -0.357 0.007
H -1.360 -4.144 -1.634 -0.057 -0.018 -0.118
H 0.023 -6.175 -1.764 -0.108 -0.138 -0.099
H 2.214 -6.250 -0.670 0.057 -0.189 0.064
H 3.010 -4.311 0.630 0.193 0.005 0.083
H 1.652 -2.270 0.732 0.096 0.180 0.072
H -2.265 0.238 -0.911 0.168 0.178 -0.131
H -4.713 0.365 -0.937 -0.128 0.322 -0.035
C 2.476 5.373 -0.070 0.402 -0.724 0.176
C 2.896 4.569 0.908 0.043 -0.036 -0.882
C 2.649 4.891 2.307 0.359 -0.547 0.326
O 3.120 4.220 3.204 0.012 0.004 0.218
C 1.817 6.054 2.588 -0.597 0.886 -0.119
C 1.396 6.857 1.609 -0.093 -0.120 1.054
C 1.744 6.599 0.218 0.016 0.193 -0.657
O 1.437 7.375 -0.665 -0.146 0.258 -0.109
H 2.652 5.132 -1.104 -0.010 -0.027 -0.215
H 3.405 3.645 0.691 0.056 -0.170 -0.012
H 1.561 6.243 3.615 0.015 -0.019 0.270
H 0.784 7.718 1.816 -0.107 0.233 -0.051

Record 3
51
Properties=species:S:1:pos:R:3:forces:R:3 method="wB97M-V/def2-TZVPD" homo_energy_ha=-0.349 max_force_ev_per_a=3.74 total_energy_ha=-6909.94852 e_lumo_ev=-1.139
O -1.573 0.999 3.896 -0.466 -0.128 0.767
C -0.835 1.161 3.001 -0.165 0.170 -0.181
Br 0.382 -0.286 2.507 0.173 0.073 -0.037
C -0.776 2.421 2.161 0.434 -0.464 -0.753
C -0.372 2.094 0.751 0.120 0.196 0.748
C 0.683 2.610 0.142 -0.088 -0.307 0.011
C 0.957 2.153 -1.239 -0.082 -0.136 0.228
O 1.403 2.870 -2.094 0.493 0.424 -0.445
C 0.613 0.729 -1.492 -0.159 -0.864 -0.235
C 1.384 -0.051 -2.339 -0.520 0.016 0.172
C 1.077 -1.403 -2.511 -0.222 -0.232 -0.146
C 1.960 -2.253 -3.384 0.955 0.456 0.336
C 3.419 -2.177 -2.883 -0.577 -1.457 -0.599
C 3.856 -3.334 -2.049 0.258 2.379 2.879
O 3.569 -1.894 -1.566 0.322 0.411 0.359
C -0.015 -1.970 -1.858 0.052 0.831 0.292
C -0.805 -1.174 -1.027 0.064 0.082 -0.163
Br -2.251 -2.004 -0.128 0.137 0.051 -0.072
C -0.497 0.170 -0.835 0.050 -0.148 -0.096
C -1.236 1.092 0.063 0.522 -0.088 -0.400
O -2.426 1.097 0.234 -0.644 -0.081 0.222
H -0.041 3.080 2.614 0.006 0.197 0.099
H -1.763 2.869 2.171 -0.170 0.101 0.259
H 1.332 3.318 0.631 0.076 0.314 -0.167
H 2.229 0.391 -2.843 0.102 0.054 -0.044
H 1.712 -3.303 -3.317 -0.563 -0.067 -0.350
H 1.960 -1.888 -4.408 -0.320 -0.193 -0.215
H 4.159 -1.781 -3.564 0.143 0.237 -0.156
H 3.172 -3.816 -1.357 -0.423 -0.979 -1.041
H 4.865 -3.397 -1.662 0.447 -0.767 -1.081
H -0.261 -3.015 -1.948 0.095 -0.144 -0.124
O -5.290 6.007 -1.594 0.018 0.051 0.015
C -4.204 5.544 -1.545 -0.020 0.120 -0.077
O -3.532 5.023 -2.602 0.077 -0.025 0.150
C -2.205 4.703 -2.174 0.073 -0.117 -0.199
C -2.391 4.551 -0.682 0.105 0.204 -0.022
F -1.283 4.935 0.008 -0.146 0.117 0.051
O -3.446 5.452 -0.411 -0.091 -0.308 -0.090
H -1.534 5.531 -2.410 0.033 0.019 0.134
H -1.845 3.799 -2.658 -0.185 -0.019 -0.074
H -2.680 3.545 -0.368 0.090 0.022 0.128
O 1.476 -3.182 1.731 0.092 -0.089 -0.068
C 0.949 -3.681 2.667 0.025 0.003 -0.074
O -0.109 -4.523 2.602 0.034 -0.001 0.135
C -0.373 -5.007 3.923 -0.222 -0.095 -0.046
C 0.249 -3.928 4.781 0.201 -0.122 0.053
F 0.755 -4.423 5.936 0.039 0.024 -0.050
O 1.311 -3.469 3.963 -0.257 0.131 -0.059
H 0.126 -5.967 4.068 0.088 0.051 0.100
H -1.440 -5.126 4.086 -0.027 0.097 -0.179
H -0.413 -3.092 5.011 0.026 -0.002 0.106

Record 4
50
Properties=species:S:1:pos:R:3:forces:R:3 method="wB97M-V/def2-TZVPD" homo_energy_ha="-0.167 / -0.168" charge=-1 s2=2.0347 max_force_ev_per_a=0.74 total_energy_ha=-8382.33380 spin_multiplicity=3 e_lumo_ev="2.081 / 2.157"
V 0.726 -0.002 1.579 -0.148 -0.721 -0.001
C -3.073 1.441 4.186 -0.007 0.005 -0.008
C -2.676 1.879 2.802 0.046 0.036 0.017
C -1.494 2.582 2.590 -0.017 -0.111 -0.039
C -1.077 2.909 1.304 -0.009 -0.015 -0.097
C -1.855 2.556 0.211 0.022 0.057 0.012
C -3.051 1.883 0.414 -0.018 -0.017 -0.028
C -3.452 1.543 1.696 -0.014 0.011 0.005
H -4.143 1.578 4.357 0.001 -0.006 -0.008
H -2.526 2.001 4.945 -0.001 -0.006 0.010
H -2.841 0.384 4.331 0.013 -0.003 0.003
H -0.871 2.845 3.435 0.011 -0.005 0.026
H -0.137 3.425 1.146 -0.002 -0.001 0.052
H -1.510 2.775 -0.790 0.000 0.008 -0.004
H -3.659 1.592 -0.435 0.002 0.002 0.001
H -4.373 0.988 1.841 0.000 -0.002 0.009
Se 1.926 1.410 3.176 0.028 0.215 0.239
Te 1.170 0.752 5.492 0.026 -0.046 -0.027
Te 1.781 -1.837 5.086 -0.084 0.073 -0.010
Se 0.275 -1.988 3.080 0.206 0.184 -0.075
O 1.815 -1.388 -0.030 -0.114 0.018 0.102
C 2.373 -0.358 -0.424 -0.083 0.077 0.006
N 2.138 0.791 0.223 -0.307 0.061 0.375
S 2.878 2.092 -0.411 0.248 0.082 -0.270
O 1.933 3.016 -0.967 -0.027 -0.054 -0.001
O 3.878 2.612 0.475 0.023 -0.044 -0.030
C 3.656 1.139 -1.712 -0.119 -0.080 0.144
C 4.491 1.564 -2.722 0.040 0.061 -0.036
C 4.968 0.603 -3.609 -0.013 0.034 0.022
C 4.610 -0.735 -3.478 -0.028 -0.026 0.033
C 3.764 -1.148 -2.455 0.031 -0.044 -0.046
C 3.297 -0.192 -1.575 -0.018 0.048 -0.049
H 4.764 2.606 -2.820 0.005 -0.003 -0.006
H 5.626 0.901 -4.415 0.002 0.009 0.004
H 4.995 -1.461 -4.183 -0.002 0.000 0.000
H 3.470 -2.183 -2.339 -0.004 0.004 0.002
Cl -3.483 -5.512 -2.947 -0.009 -0.018 -0.008
C -2.762 -4.104 -2.211 0.028 0.059 0.018
C -2.248 -3.105 -3.023 -0.001 -0.003 -0.007
C -1.675 -1.991 -2.432 0.000 0.011 0.006
C -1.620 -1.876 -1.049 -0.054 0.055 0.071
C -2.138 -2.888 -0.252 0.001 -0.014 0.039
C -2.712 -4.011 -0.831 -0.019 -0.032 -0.004
C -0.967 -0.663 -0.438 -0.278 -0.010 -0.378
O -0.428 0.168 -1.156 -0.009 -0.076 0.050
O -1.023 -0.594 0.859 0.657 0.223 -0.100
H -2.297 -3.204 -4.099 -0.005 -0.009 0.002
H -1.255 -1.194 -3.030 -0.003 -0.001 -0.008
H -2.078 -2.794 0.824 0.005 0.008 -0.007
H -3.112 -4.809 -0.221 0.000 0.005 0.002

Record 5
52
Properties=species:S:1:pos:R:3:forces:R:3 method="wB97M-V/def2-TZVPD" homo_energy_ha="-0.038 / -0.041" charge=-2 s2=3.8666 max_force_ev_per_a=3.53 total_energy_ha=-12254.72202 spin_multiplicity=4 e_lumo_ev="3.622 / 3.511"
Cr 1.190 0.294 -0.559 -0.313 -1.682 3.085
C 1.581 -3.844 0.489 -0.132 -0.070 -0.088
C 0.207 -4.158 0.714 0.104 -0.078 -0.002
C -0.781 -3.384 0.235 -0.047 0.130 0.057
C -0.447 -2.202 -0.646 0.081 0.031 -0.048
N 0.944 -1.747 -0.520 -0.787 0.359 -0.189
C 1.849 -2.619 -0.062 0.113 0.138 -0.135
C -1.400 -1.030 -0.364 -0.064 -0.174 -0.017
C -2.783 -1.136 -0.245 -0.058 0.041 -0.028
C -3.515 0.012 0.005 0.041 -0.026 -0.026
C -2.880 1.244 0.133 -0.057 0.027 0.019
C -1.506 1.282 -0.018 0.175 0.351 -0.019
N -0.830 0.158 -0.260 0.237 0.165 -0.098
C -0.635 2.499 0.134 -0.383 -0.298 0.010
C -1.147 3.757 0.374 0.046 0.180 0.002
C -0.258 4.797 0.631 -0.093 -0.079 -0.029
C 1.095 4.537 0.657 0.064 -0.087 0.010
C 1.536 3.251 0.358 0.065 0.197 -0.220
N 0.689 2.272 0.086 -0.362 -0.268 -0.164
H 2.380 -4.465 0.863 -0.003 0.016 0.012
H -0.055 -5.021 1.319 0.003 0.009 -0.005
H -1.823 -3.607 0.427 0.020 0.021 0.041
H 2.865 -2.249 -0.120 0.069 0.067 0.053
H -3.265 -2.096 -0.367 0.005 0.014 0.029
H -4.592 -0.046 0.102 0.007 0.000 0.005
H -3.442 2.142 0.345 -0.017 -0.032 -0.020
H -2.214 3.929 0.346 0.019 0.018 0.044
H -0.631 5.800 0.801 0.005 -0.017 0.021
H 1.820 5.311 0.861 -0.015 -0.005 -0.004
H 2.584 2.986 0.296 0.053 -0.009 -0.070
Se 2.212 3.371 -3.242 -0.318 -0.043 0.202
Sb 1.415 1.066 -2.886 1.048 1.644 -2.039
Se 3.414 0.566 -1.038 0.818 -0.157 -0.639
Se -0.631 1.354 -4.835 0.178 -0.528 -0.016
Se 1.447 0.154 -5.257 -0.436 0.080 0.436
N 0.078 0.900 3.067 -0.032 0.055 -0.130
C 1.368 0.577 2.687 0.082 0.238 0.550
O 1.556 -0.015 1.614 0.048 -0.037 -0.374
C 2.396 0.922 3.624 -0.128 0.037 -0.050
C 3.744 0.521 3.449 -0.101 -0.090 -0.004
N 4.846 0.181 3.374 -0.018 0.077 0.013
C 2.053 1.662 4.779 0.134 -0.031 -0.152
N 1.723 2.298 5.691 -0.043 -0.060 0.004
H -0.059 1.603 3.775 0.014 -0.020 0.018
H -0.600 0.864 2.327 -0.057 -0.028 -0.008
C -2.140 -3.636 -3.657 -0.017 0.007 0.059
O -1.784 -3.362 -2.300 0.050 0.193 0.024
C -0.726 -2.509 -2.148 -0.206 -0.279 -0.177
O -0.139 -2.043 -3.075 0.191 -0.012 0.078
H -3.211 -3.830 -3.664 0.012 -0.024 0.006
H -1.601 -4.518 -4.003 0.018 0.008 -0.019
H -1.895 -2.792 -4.299 -0.016 0.034 -0.007